1.
An isolated molecule of C6H6O2 at a distorted geometry. Source: the Open Molecules 2025 dataset; level of theory: the ωB97M-V functional and the def2-TZVPD basis.

Each line ends with the Löwdin charge.
Atoms and positions in Å:
O -0.1189 -2.1939 -2.0174  -0.008
C 0.7920 -1.7562 -1.3009  -0.102
C 0.4832 -0.7202 -0.0082  -0.230
C -0.9597 -0.2405 -0.4224  -0.118
C -1.4040 0.8969 0.0271  -0.101
C -0.3720 1.5456 1.0733  -0.053
C 1.0150 1.3057 0.8984  -0.213
O 1.3123 0.3625 0.0817  -0.077
H 1.8634 -2.3300 -1.4390  0.158
H 0.4297 -1.1348 0.9964  0.149
H -1.5334 -0.7758 -1.3010  0.135
H -2.5413 1.2156 -0.4573  0.170
H -0.6869 2.1900 2.0825  0.135
H 1.7205 1.6351 1.7870  0.155

Results
**Total energy**: -10408.8403 eV
**Structure (SMILES)**: O=C[C@@H]1C=CC=CO1
**Relative energy (zero: lowest compared OMol25 entry of this formula, charge and spin)**: 440.9 kJ/mol
**Charge**: 0
**Kohn-Sham gap**: 0.3326 Eh

2.
An isolated molecule of C6H6O2 at a distorted geometry. Source: the Open Molecules 2025 dataset; level of theory: the ωB97M-V functional and the def2-TZVPD basis.

Each line ends with the Löwdin charge.
Atoms and positions in Å:
C 0.8418 0.2451 1.2092  -0.047
C -0.1184 0.2414 0.0553  -0.198
C -1.4601 0.1264 0.2761  -0.073
O -2.4042 0.0978 -0.6552  0.019
C -1.9471 0.3184 -1.9516  -0.094
C -0.5988 0.3179 -2.3380  0.009
C 0.2979 0.0329 -1.3168  -0.293
O 1.5980 -0.3257 -1.5986  0.037
H 0.5421 -0.5047 1.9989  0.097
H 0.8412 1.1874 1.8695  0.104
H 1.8071 0.1285 0.6840  0.077
H -1.9769 0.0153 1.2640  0.162
H -2.6416 0.5625 -2.6724  0.072
H 1.8237 -0.1620 -2.5460  0.127

Results
**Total energy**: -10410.6298 eV
**Structure (SMILES)**: CC1=COC=C=C1O
**Relative energy (zero: lowest compared OMol25 entry of this formula, charge and spin)**: 268.2 kJ/mol
**Charge**: 0
**Kohn-Sham gap (spin up / spin down)**: 0.2978 / 0.2978 Eh

3.
An isolated molecule of C6H6O2 at a distorted geometry. Source: the Open Molecules 2025 dataset; level of theory: the ωB97M-V functional and the def2-TZVPD basis.

Each line ends with the Löwdin charge.
Atoms and positions in Å:
C -0.2977 -1.6345 1.3114  -0.107
C 0.6448 -1.7269 0.3385  0.013
C 0.6056 -0.4272 -0.2743  -0.162
C -0.4734 0.2112 0.2887  -0.338
O -0.9853 -0.4362 1.3540  0.113
O -0.9005 1.3978 -0.1869  0.018
C 0.1007 1.6767 -1.2873  -0.057
C 1.1811 0.5326 -1.2472  -0.113
H -0.5049 -2.2262 2.1014  0.082
H 1.3740 -2.4674 0.2672  0.089
H 0.4942 2.6995 -1.0855  0.132
H -0.4135 1.5676 -2.2300  0.111
H 2.1602 0.8069 -0.8978  0.098
H 1.4093 0.1362 -2.2714  0.122

Results
**Total energy**: -10412.0933 eV
**Structure (SMILES)**: c1cc2c(o1)OCC2
**Relative energy (zero: lowest compared OMol25 entry of this formula, charge and spin)**: 127.0 kJ/mol
**Charge**: 0
**Kohn-Sham gap**: 0.3172 Eh